[1]
The following is a quantum chemistry calculation of C24H19N3O4PdSTe as an isolated structure, from the OMol25 dataset.

Structure (XYZ):
```
53
C24H19N3O4PdSTe (ωB97M-V/def2-TZVPD)
H -1.742 -2.345 -2.198
C 2.552 -0.522 -1.718
C -1.242 -3.324 -0.370
H 1.922 -3.842 -1.608
O 0.409 1.483 0.525
C 2.076 -1.766 -2.110
H -3.214 0.604 -1.476
N -1.887 2.894 -1.534
O 0.057 -4.171 2.835
C -0.141 -0.862 0.414
C -0.090 -1.974 1.256
H -4.488 1.185 -0.368
Pd -0.142 1.874 -2.045
C 5.277 4.170 -0.862
C 3.023 -2.744 -0.129
C -3.432 5.017 -1.109
C 3.448 2.468 -2.050
O -0.751 -0.090 -1.805
C -3.079 2.672 -0.989
N -2.227 5.234 -1.634
C 0.414 0.359 0.989
C -1.495 4.151 -1.824
H 3.198 -3.609 0.498
C 5.599 3.535 -2.053
H 4.935 2.185 -3.581
H -4.045 5.898 -0.953
C -1.283 -2.260 -1.222
C 4.042 3.955 -0.267
S 0.121 4.112 -2.461
H 4.067 -1.393 1.172
C 3.119 3.103 -0.858
O -1.000 -5.379 1.399
C 3.271 -0.383 -0.539
H 3.644 0.585 -0.228
N -0.517 -4.323 1.769
H 2.155 2.933 -0.394
C -0.619 -3.182 0.877
H 5.991 4.839 -0.399
H 0.374 -1.887 2.230
H 0.889 0.190 1.976
H -4.890 3.636 -0.331
C -0.702 -0.994 -0.898
H 6.561 3.704 -2.519
H 1.506 -1.876 -3.026
C 3.508 -1.500 0.251
H 3.790 4.453 0.660
C 4.684 2.681 -2.652
C -3.439 1.266 -0.641
Te 2.113 1.128 -2.962
H -2.827 0.936 0.202
H -1.669 -4.279 -0.641
C -3.908 3.764 -0.762
C 2.308 -2.875 -1.310
```

2S+1 = 1
E_tot = -2185.22575 hartree
Energy relative to the best compared isomer or geometry (same formula, charge and spin) = 0.0 kJ/mol
Total charge = 0
Highest occupied orbital energy = -8.3 eV

=====

[2]
The following is a quantum chemistry calculation of C24H20B2Cl3F4N10O2W as an isolated structure, from the OMol25 dataset.

Structure (XYZ):
```
66
C24H20B2Cl3F4N10O2W (ωB97M-V/def2-TZVPD)
Cl -2.573 4.006 -3.054
Cl -4.854 1.617 -3.447
O 0.623 -1.100 0.854
C 0.871 3.983 -2.673
H -1.950 3.715 3.411
C -2.522 3.915 1.250
F -0.917 -3.352 -2.355
C 1.624 -5.809 2.075
H 4.314 1.614 2.096
C 3.255 1.497 1.938
H 1.718 -6.771 2.565
H 2.977 1.396 -0.273
C 2.254 1.438 2.899
H 1.853 -3.618 -1.625
C -1.887 3.418 2.374
H 2.042 -6.608 0.124
C 0.459 3.170 -1.620
H 0.694 5.047 -2.613
C 1.323 -4.671 2.834
H 2.188 -0.691 -3.180
N -1.090 2.412 2.010
F -0.756 -1.302 -3.386
F -2.793 -2.018 -2.574
C 1.702 -4.506 0.057
N 1.270 1.297 0.954
H 0.945 -2.569 2.749
Cl -2.409 1.382 -5.062
N -1.673 -0.208 1.383
W -0.288 0.349 -0.243
N -1.186 2.226 0.675
N -1.799 0.903 -1.521
H 2.161 1.530 -4.598
C -2.412 -1.754 2.807
B -0.365 1.371 2.863
N 1.560 -1.860 -1.062
C 1.805 -5.732 0.714
H -3.219 4.734 1.190
C 1.448 3.411 -3.778
C -2.442 1.175 -2.443
C -2.397 -1.331 1.492
C -3.155 1.630 -3.537
N 0.626 1.857 -1.639
N 1.078 1.304 2.291
B -1.477 -2.187 -2.669
N 1.177 -0.592 -1.410
N -1.158 0.060 2.618
O 1.936 -4.515 -1.261
H 1.735 4.018 -4.627
H 2.310 1.516 3.974
H -2.308 3.190 -0.844
C -2.071 3.118 0.209
F -1.132 -1.365 -0.874
H -1.349 -0.775 4.528
C 1.184 -2.072 0.177
C 2.585 1.393 0.731
C 1.260 1.305 -2.697
H -0.017 3.588 -0.751
H -2.886 -1.751 0.631
C -1.603 -0.846 3.480
C 1.577 -0.102 -2.506
H 1.192 -4.745 3.905
C 1.375 -3.358 0.804
C 1.665 2.033 -3.778
C 1.192 -3.464 2.195
H -2.944 -2.596 3.218
H -0.341 1.650 4.028
```

2S+1 = 3
E_tot = -3521.55060 hartree
Energy relative to the best compared isomer or geometry (same formula, charge and spin) = 124.9 kJ/mol
Total charge = +1
<S²> = 2.01
Highest occupied orbital energy (spin up / spin down) = -10.2 / -11.1 eV

=====

[3]
The following is a quantum chemistry calculation of C24H20BrIIrN3OSe2 as an isolated structure, from the OMol25 dataset.

Structure (XYZ):
```
53
C24H20BrIIrN3OSe2 (ωB97M-V/def2-TZVPD)
H 1.814 1.735 -1.332
C -1.382 1.818 -4.765
H 2.538 0.901 3.542
Se -0.202 3.567 -0.653
H 3.338 -0.742 0.888
C -1.933 -1.655 3.706
C -0.634 3.705 -3.499
C 1.374 2.549 4.330
H -2.368 -2.676 -2.397
I 3.844 2.023 0.360
C -0.074 2.192 2.084
H -1.777 -1.106 -0.626
H 0.022 4.148 4.800
O 2.558 -1.210 1.228
H 2.781 0.283 -1.284
C -0.690 -3.981 -4.014
C -1.240 -0.794 2.862
N 0.981 1.399 2.300
C 1.696 1.566 3.407
C -0.970 3.143 -4.717
C -1.738 -3.017 3.582
C -0.352 -1.236 1.874
H -1.762 0.071 -3.562
H -2.614 -1.268 4.453
C -0.213 -2.629 1.785
H 0.418 -3.060 1.012
C -0.467 3.197 2.937
C 2.216 0.978 -0.661
N -0.979 -4.717 -4.850
C -0.878 -3.516 2.621
C 0.288 3.375 4.092
H -1.328 3.811 2.711
H 1.972 2.660 5.223
C -0.728 2.897 -2.372
Se -0.865 1.543 0.426
C 0.999 -2.776 -2.705
H 2.378 -1.673 -1.538
H 2.584 -2.117 0.895
H -1.644 1.344 -5.700
H -0.308 4.733 -3.422
C -0.335 -3.061 -2.970
H -0.908 3.733 -5.622
Br -2.663 -4.211 4.734
C -1.328 -2.442 -2.208
C -0.980 -1.549 -1.214
C 1.325 -1.876 -1.699
H -0.738 -4.584 2.517
C 0.356 -1.225 -0.924
H 1.775 -3.255 -3.287
C -1.450 1.107 -3.580
H -1.421 0.269 3.010
Ir 0.837 -0.007 0.620
N -1.128 1.638 -2.399
```

2S+1 = 1
E_tot = -8944.94177 hartree
Energy relative to the best compared isomer or geometry (same formula, charge and spin) = 66.5 kJ/mol
Total charge = 0
Highest occupied orbital energy = -8.1 eV